Entry 1:
Density functional theory data (ωB97M-V/def2-TZVPD) for a molecular structure, C26H31BeN2O8.

```
68
Properties=species:S:1:pos:R:3:forces:R:3
O -0.7408 1.6393 1.2412 0.7486 -0.0885 0.0564
O 1.7574 -1.4732 -3.3303 -0.0104 0.7811 2.2817
O 2.9092 1.2387 7.4287 -1.1161 -0.6773 -1.8435
O 1.1015 5.5750 5.9401 -0.8209 -1.1327 -1.8966
O -0.0796 5.6302 4.0808 1.4142 -1.1974 1.5688
O 0.1788 -0.2913 1.9441 -0.3623 2.9458 0.4691
O -1.0011 0.4895 -2.6189 0.2284 0.8996 -2.0551
O 2.3562 -0.5387 6.2489 -0.0291 2.6578 0.4862
N 0.6519 5.0368 4.9051 -0.3414 2.6305 0.1778
N 2.3630 0.6993 6.4424 1.3650 -2.2558 1.7256
C 0.9578 -3.2250 2.2584 0.7280 -0.2032 -0.6605
C -3.1321 -1.3610 -0.7294 -0.0616 0.5144 0.0389
C 1.2011 0.8934 4.2902 0.2456 0.3953 0.4001
C 2.2022 -2.6653 1.8231 -0.5655 -0.7997 -0.4241
C 0.0227 0.9360 2.0786 -0.2367 -2.6160 -0.8611
C 0.6531 -1.2990 -1.1004 0.3058 -0.4439 -0.3970
C -1.3747 1.8633 -4.2797 -0.0972 0.1184 0.4253
C 0.5464 3.0467 3.4421 -0.0341 0.1951 0.4242
C 0.8878 -2.1624 -2.3795 -0.1345 -0.6310 0.1360
C 2.5404 -3.2589 0.5655 -0.8994 -0.5130 0.6377
C 1.5002 -4.1954 0.2376 0.4961 0.3552 0.7826
C -2.3274 -0.5498 -4.4340 -0.2687 -0.1930 -0.2634
C -3.3615 0.4395 0.7112 1.0482 -0.7716 -0.4273
C 0.5355 -4.1840 1.2917 0.7920 0.5982 -0.0990
C 1.7230 1.5221 5.4517 -0.8444 0.7767 -1.9006
C 0.0241 -0.0742 -4.9279 0.3619 -0.6240 0.0012
C -3.4141 -0.2241 -1.4932 -0.3018 -0.3989 0.6958
C -1.1699 0.3481 -4.1051 -0.1339 0.5247 -0.8788
C -2.9190 -0.9341 0.6162 -1.4290 0.1605 0.0413
C -1.0421 1.9320 -2.7933 0.2451 0.1876 0.3597
C 1.7350 -0.2115 -1.1909 0.0518 -0.1357 -0.1856
C 0.9839 3.6555 4.6444 0.1123 -1.8929 -0.4746
C 1.6358 2.9083 5.6334 -0.3475 -0.2076 0.0020
C 2.4852 -0.4937 -2.5299 0.1863 -0.3201 0.2531
C -3.3792 0.9302 -0.6627 -1.0322 -0.2818 0.5355
C 0.6157 1.6552 3.2617 0.4161 0.7252 0.9908
Be -1.6329 0.7810 0.3271 -0.2818 -0.3445 0.3702
H 0.1429 3.6898 2.6687 -0.1931 -0.1804 0.0931
H -0.3630 -0.8911 -1.0822 0.2437 -0.0690 -0.1059
H -0.1686 0.0601 -6.0089 -0.2879 0.1425 0.4804
H -2.6527 -1.5788 1.4457 -0.1605 0.1113 -0.0584
H 2.5942 0.4497 -3.1009 0.1447 -0.6115 -0.0278
H -0.6161 2.3595 -4.9032 -0.4917 -0.2276 0.0051
H -0.3343 -4.8304 1.3892 0.0880 0.1610 -0.1503
H -0.0614 -2.3979 -2.9042 0.4067 0.1318 0.1553
H -2.3937 2.1609 -4.5494 0.2228 0.0271 0.0249
H -3.2121 -0.2657 -3.8738 0.2984 -0.2187 -0.5122
H -1.8110 2.3962 -2.1556 0.4435 -0.0929 -0.0525
H 2.4260 -0.2987 -0.3329 -0.2758 0.0373 -0.4053
H 2.8168 -1.9665 2.3881 -0.1524 0.0161 -0.1654
H 1.3620 -3.1271 -2.0787 -0.3149 0.7472 -0.2350
H -2.0132 -1.5727 -4.2018 -0.3939 0.0082 0.1061
H 1.2665 -0.1864 4.1855 -0.0177 0.1394 -0.0416
H 1.4949 -4.8300 -0.6477 -0.0880 0.0656 0.2088
H -2.6033 -0.5123 -5.4966 0.3727 0.0834 0.1068
H 0.4233 -2.9604 3.1705 0.1361 -0.0855 -0.1724
H -0.0388 2.3615 -2.6189 -0.4517 -0.0154 0.2275
H -3.7871 -0.2552 -2.5079 0.4409 0.2212 0.6541
H -3.2159 -2.3940 -1.0883 0.6257 0.5341 0.2391
H -3.7441 0.9263 1.6070 0.7283 0.1466 -0.2117
H -3.6496 1.9266 -0.9819 -0.2772 -0.0433 0.1668
H 2.0097 3.3799 6.5399 -0.1309 -0.1501 -0.2446
H 1.2944 0.7981 -1.1803 0.1573 -0.2393 -0.0942
H 0.9127 0.5102 -4.6858 0.0013 -0.1242 0.0678
H 3.4747 -0.9373 -2.2772 -0.4063 0.4462 -0.3630
H 3.4248 -3.0464 -0.0390 -0.2118 -0.0688 0.1810
H 0.7939 -1.9143 -0.2071 -0.0278 0.0661 -0.2219
H 0.2347 -1.1322 -4.7614 0.1745 0.3037 -0.1477
```
Forces are in eV/Å.

Highest occupied orbital energy: -2.74 eV
HOMO-LUMO gap: 3.113 eV
Net charge: -1
LUMO: 0.014 Ha

Entry 2:
Density functional theory data (ωB97M-V/def2-TZVPD) for a molecular structure, C26H31BrN2O4PPdS2.

```
68
Properties=species:S:1:pos:R:3:forces:R:3
Pd -0.9693 -0.1943 0.9114 0.0484 -1.6574 1.4192
Br 0.4315 3.0631 -3.0439 0.0465 -0.1036 -0.0169
S -2.2150 -2.3034 1.0617 0.2405 1.0098 -0.1323
S -2.1950 -2.6796 -2.4366 -0.0410 0.3750 0.6815
P -2.8906 -1.8281 -0.7988 -0.5923 -0.5234 -1.1823
O -0.1447 -0.9290 -1.0141 0.2539 0.5325 1.1102
O -4.4583 -2.1959 -0.8588 -0.2623 0.0106 0.2833
O -2.9381 -0.1935 -0.7850 -0.0983 -0.4075 -0.1750
O -0.2050 1.2450 -0.7141 0.6492 0.6770 -0.6621
N -1.2735 0.4520 2.8792 0.3342 -0.7514 -1.1492
N 1.1721 0.0954 1.7411 -0.1630 0.2864 -0.3437
C 2.3698 1.4469 -4.2598 0.0769 -0.0289 0.0598
C -4.4931 1.4086 -1.7026 0.1083 -0.0486 0.0516
C 3.4465 2.9766 2.3860 0.0508 -0.0746 -0.0692
C -6.7709 -2.0600 -0.3147 0.1268 0.0269 0.0052
C 3.0257 -0.8030 -3.7186 0.0530 -0.2429 0.1353
C -0.4542 0.6136 4.9933 0.0378 -0.0376 -0.0712
C 2.1943 0.1852 0.8213 0.1790 0.2208 0.4949
C -2.2959 0.5730 3.7208 -0.1730 0.1011 -0.0761
C 1.9875 -2.2768 0.4523 -0.0646 -0.0632 0.0057
C 1.1345 0.3475 3.0040 0.1828 -0.1390 0.0856
C 3.2566 -0.7989 -1.2000 0.6036 0.3565 1.0179
C -0.1151 0.4561 3.6399 -0.1066 0.1579 0.1624
C 3.7942 1.4868 -0.4883 0.3613 0.2376 -0.1386
C 2.8009 1.4267 0.5257 -0.1776 -0.5190 -0.2122
C 3.1006 0.2712 -4.5331 0.0932 0.1020 -0.1459
C 1.4623 1.4780 -3.1935 -0.2999 -0.2527 0.3979
C 1.2892 0.3949 -2.3596 0.2793 -0.3240 -0.3879
C 2.4834 -0.9320 0.0495 0.0069 -0.2785 -0.3469
C 2.8943 -2.8846 1.5345 0.1203 0.1425 -0.0536
C 0.2413 0.2431 -1.3120 -0.6462 1.0071 0.0983
C -3.3060 0.5120 -1.9848 -0.1161 -0.0106 -0.0660
C 4.0591 0.4385 -1.2872 -0.2173 -0.2911 -0.1667
C 2.4465 2.6695 1.2602 -0.0684 0.1398 0.0489
C 2.2202 -0.7836 -2.4730 -0.4793 0.4399 -0.6364
C -5.3634 -1.8101 0.1823 -0.0213 -0.0298 -0.0042
C -1.8392 0.6863 5.0434 -0.0204 0.0377 0.0035
H 1.9527 -2.9399 -0.4140 -0.0209 0.0268 -0.0250
H -5.2130 -0.7555 0.4287 0.0191 -0.0071 0.0401
H 2.0473 0.4503 3.5977 -0.0374 0.0158 0.0147
H 2.4618 2.3096 -4.9030 -0.0088 0.0033 0.0102
H -2.4607 0.8053 5.9157 0.0115 0.0119 -0.0015
H -4.7750 1.9338 -2.6164 -0.0199 0.0340 0.0144
H 4.3193 2.4230 -0.6423 -0.0297 0.0037 0.0599
H 3.9197 -2.9959 1.1751 0.0016 -0.0377 0.0419
H 3.1729 3.9043 2.8850 -0.0255 0.0067 -0.0081
H -7.4878 -1.8488 0.4797 -0.0273 -0.0018 -0.0166
H 3.4602 2.1796 3.1289 0.0204 0.0143 0.0083
H -5.1485 -2.4035 1.0732 0.0030 0.0303 0.0151
H 3.8782 -1.6864 -1.3478 -0.1043 -0.0427 -0.1456
H 1.4375 2.5896 1.6627 -0.0060 -0.0247 -0.0459
H -5.3488 0.8273 -1.3582 -0.0079 -0.0082 -0.0315
H -6.9946 -1.4243 -1.1718 -0.0211 -0.0068 -0.0039
H 3.6000 -1.6980 -3.9290 -0.0311 -0.0054 -0.0218
H 3.7247 0.2467 -5.4175 -0.0071 -0.0467 0.0033
H -6.8759 -3.0999 -0.6223 -0.0385 -0.0027 0.0138
H 0.2378 0.6524 5.8204 0.0008 0.0465 -0.0136
H 1.6310 -1.7006 -2.3746 0.0714 0.0131 0.1966
H 2.5196 -3.8650 1.8223 -0.0104 -0.0115 -0.0198
H -4.2385 2.1443 -0.9386 -0.0418 0.0077 -0.0002
H -3.3138 0.5964 3.3634 0.0147 -0.0993 -0.0271
H -3.5270 -0.2080 -2.7744 0.0337 0.0242 -0.0150
H 2.9125 -2.2517 2.4227 -0.0090 -0.0139 0.0022
H 4.4562 3.0885 1.9882 0.0124 -0.0103 0.0395
H -2.4424 1.1082 -2.2819 0.0529 -0.0469 -0.0194
H 2.4592 3.4964 0.5469 -0.0337 -0.0159 -0.0241
H 0.9749 -2.1919 0.8462 -0.0427 0.0066 -0.0481
H 4.7771 0.5164 -2.0929 -0.0235 0.0595 -0.0176
```
Forces are in eV/Å.

Multiplicity: 2
Energy relative to the best compared isomer or geometry (same formula, charge and spin): 419.7 kJ/mol
Highest occupied orbital energy (alpha / beta): -7.23 / -7.23 eV
HOMO-LUMO gap (alpha / beta): 4.901 / 4.693 eV
Net charge: 0
LUMO (alpha / beta): -0.086 / -0.093 Ha

Entry 3:
Density functional theory data (ωB97M-V/def2-TZVPD) for C26H31F13N2O3S in the gas phase.

```
76
Properties=species:S:1:pos:R:3:forces:R:3
S 2.4982 -0.9548 -5.7270 1.3531 0.2126 0.1271
F 1.7756 -0.9957 -7.1210 -0.5048 -0.0140 -0.1438
F 1.8878 1.5509 -6.1558 -0.1343 -0.1284 -0.4734
F 0.8220 -0.7960 -2.5750 0.4651 -0.2166 -0.5205
F 1.9621 1.0699 -4.0968 -0.2445 -0.1810 0.4304
F -2.0490 0.4472 -4.1722 -0.1453 -0.0988 -0.1184
F 3.3097 -0.9198 -4.3695 -0.1398 -0.1211 0.2555
F 3.2964 -2.2467 -6.1417 -0.0197 -0.1478 -0.0034
F 3.6519 -0.0732 -6.3663 0.0114 0.0560 -0.1118
F -0.5295 1.6310 -3.2246 0.5647 0.1629 0.2188
F -0.4695 1.6625 -5.8445 0.0845 0.2022 -0.0079
F 1.4188 -1.8712 -5.0469 -0.3865 -0.1107 -0.0833
F -0.5344 -0.4720 -6.0274 0.3640 -0.2828 0.0509
F -0.8200 -1.8716 -3.6152 0.4537 -0.2058 -0.6157
O -3.1559 -0.2543 0.4235 0.5198 0.5045 0.3037
O -1.0299 0.9977 4.5209 -0.0039 0.0710 -1.0328
O 1.7006 0.8792 4.3594 0.0682 -0.2633 -0.2697
N 2.3040 -2.6284 2.7101 -0.0741 -0.1764 -0.0661
N 0.8233 -4.6035 0.7911 -0.1214 0.0605 -0.4374
C -1.4019 3.4334 3.0057 -0.4564 0.1859 0.6408
C -0.4927 -1.4992 0.5403 -0.1484 -0.4824 -0.7941
C 1.5333 0.6183 -5.2718 0.4657 0.2982 -0.4134
C 0.7116 -0.8655 2.9914 0.1986 0.1564 0.8103
C 1.0676 -5.7288 -0.1239 0.1212 -0.0423 0.3629
C -2.4248 3.7024 4.1553 0.5557 -0.0753 -0.5975
C -1.3268 -0.6182 -1.7206 0.7729 -0.5584 0.2473
C -1.5684 2.0512 2.4571 0.6871 0.2673 0.2640
C -0.0302 0.5158 -5.2840 -0.6995 0.7242 0.3678
C -3.4909 2.3441 -0.8326 0.1488 -0.0799 0.1332
C -2.1593 1.7481 1.3019 -0.2713 0.1055 -0.2836
C -0.9716 -0.4931 1.3413 -1.4366 0.8250 -0.8843
C 2.9317 1.1366 3.7116 0.4068 0.2954 0.2571
C 1.1830 -1.8916 2.2117 1.0521 -0.2591 0.9783
C 1.2361 -3.3163 0.2297 0.1534 0.2202 0.1995
C -1.1207 -1.8363 -0.7889 -0.4667 0.0542 0.0130
C -2.2012 0.2955 0.9511 -0.3760 -0.4469 0.0578
C -3.6729 3.4152 -1.9000 -0.4815 -0.5303 0.1264
C -0.4662 -0.7400 -2.9786 -1.5306 0.5920 1.8658
C 0.6029 -2.1857 1.0034 0.5709 -1.2738 -1.0569
C 1.3527 -0.5043 4.3031 0.3148 0.2912 0.5443
C -2.7301 2.8356 0.3995 0.0798 -0.7092 -0.2856
C 4.1260 1.1962 4.6855 -0.1275 -0.0132 -0.4702
C -0.3756 -0.1757 2.5228 -0.3038 1.1867 1.2233
C -0.9834 0.9656 3.3027 -0.2162 -0.3751 0.6017
C -0.7268 0.4866 -3.8791 -0.2563 -0.8468 -0.8160
H -4.3489 4.1864 -1.5336 0.2288 0.3355 -0.0706
H -2.3788 -0.5332 -1.9534 -0.0191 0.3166 -0.2282
H -4.4502 1.9263 -0.5341 -0.1296 0.0326 -0.0062
H -2.9484 1.5059 -1.2571 0.0884 -0.0196 -0.1609
H -1.9284 3.5669 5.1079 -0.1627 -0.0483 0.2000
H 1.6725 -5.4134 -0.9718 0.0841 0.0678 -0.0303
H -2.7238 3.8159 -2.2485 0.0415 0.2407 0.1333
H -0.5563 -2.6081 -1.2944 0.0362 -0.0085 -0.0543
H -1.8636 3.3884 0.0283 0.0109 0.2810 0.1240
H 4.8377 0.3987 4.4886 0.0506 -0.1476 0.1231
H -0.1571 -4.5540 1.0338 -0.0217 -0.0329 -0.0090
H 3.1484 0.3965 2.9368 -0.2403 -0.0517 -0.1313
H 2.8340 2.1026 3.2187 -0.1156 0.0471 -0.0771
H -2.8135 4.7126 4.0754 -0.0887 0.1026 0.1147
H -3.3439 3.5034 1.0002 -0.0213 0.1902 -0.0420
H 4.6537 2.1354 4.5381 0.0947 0.0777 0.1948
H 3.1718 -2.2521 2.3476 0.0798 -0.0790 0.0953
H 0.6823 -0.6912 5.1369 -0.1911 0.0533 -0.0544
H 2.3133 -3.2257 0.3715 0.1307 -0.0656 -0.2236
H -0.3946 3.5366 3.4059 0.1127 -0.0832 0.0234
H -0.9464 0.2552 -1.1983 -0.3082 0.3382 -0.0931
H 2.2418 -1.1036 4.4754 0.0284 -0.1526 -0.1040
H -1.5028 4.1962 2.2415 -0.0865 -0.0934 -0.2609
H 2.2275 -3.6075 2.4588 0.0595 0.0147 -0.0950
H 0.1506 -6.1571 -0.5282 -0.0894 0.0062 0.0393
H 3.7843 1.1270 5.7126 -0.0493 0.0479 0.1137
H -2.0980 -2.2661 -0.5818 -0.0880 -0.0283 -0.0611
H 1.0589 -3.2236 -0.8430 -0.0508 -0.1057 -0.0158
H 1.6147 -6.5078 0.4046 -0.0007 -0.1673 -0.0990
H -4.1631 2.9587 -2.7594 -0.0199 0.0564 -0.1283
H -3.2375 2.9895 4.0654 -0.2298 0.0425 0.1894
```
Forces are in eV/Å.

Energy relative to the best compared isomer or geometry (same formula, charge and spin): 0.0 kJ/mol
Highest occupied orbital energy: -9.08 eV
HOMO-LUMO gap: 8.561 eV
Net charge: 0
SMILES: CCCC1=C(CC)C(=O)c2c(COCC)c(N)c(CNC)c(CCC(F)(F)C(F)(F)C(F)(F)C(F)(F)S(F)(F)(F)(F)F)c2C1=O
LUMO: -0.019 Ha

no.,electronic energy (Ha)
1,-1735.267477
2,-5259.412027
3,-3040.914666